[1]
The molecule C21H30N2O5, computed with wB97M-V/def2-TZVPD.

The geometry in XYZ format:
```
58
Properties=species:S:1:pos:R:3:mulliken_charge:R:1
C 3.8159 2.9380 -2.0831 -0.862
O 4.0598 1.9372 -1.1271 -0.057
C 5.2503 2.1518 -0.4018 -0.950
C 5.3813 1.1304 0.7284 0.966
O 5.4984 1.5018 1.8807 -0.686
N 5.4117 -0.1736 0.3845 0.069
C 5.1594 -0.7180 -0.9279 -0.996
C 3.6832 -1.1281 -1.0562 -0.542
C 3.1140 -1.4414 0.3375 0.347
O 1.9902 -2.2982 0.2599 -0.496
C 0.7831 -1.8009 -0.1198 0.725
C 0.5055 -0.4660 -0.4003 0.079
C -0.7775 -0.0871 -0.7546 -0.767
C -1.8013 -1.0211 -0.8452 0.288
C -3.1655 -0.6381 -1.3162 0.267
O -3.6622 -1.1477 -2.3054 -0.669
N -3.7937 0.3431 -0.6174 0.160
C -3.4580 0.7639 0.7226 -0.805
C -4.5358 0.2643 1.7036 0.486
C -4.2819 0.7724 3.1151 -1.595
O -5.8127 0.7127 1.3020 -0.394
C -6.1577 0.2633 0.0029 0.555
C -7.5528 0.7784 -0.3154 -1.578
C -5.1232 0.7601 -1.0160 -1.185
C -1.5146 -2.3588 -0.5900 -0.721
C -0.2448 -2.7421 -0.2193 -0.788
C 4.1869 -2.1526 1.1646 -0.830
C 5.3387 -1.1747 1.4355 -1.004
H 2.8816 2.6766 -2.5762 0.245
H 3.7181 3.9226 -1.6112 0.313
H 4.6215 2.9829 -2.8266 0.330
H 6.1296 2.0936 -1.0651 0.400
H 5.2415 3.1453 0.0675 0.408
H 5.8092 -1.5915 -1.0413 0.438
H 5.4201 0.0030 -1.6988 0.347
H 3.1159 -0.3231 -1.5201 0.280
H 3.5911 -2.0198 -1.6783 0.427
H 2.8408 -0.5108 0.8539 0.263
H 1.2726 0.2904 -0.3499 0.476
H -0.9779 0.9502 -0.9811 0.432
H -2.4855 0.3686 1.0125 0.502
H -3.4313 1.8597 0.7528 0.167
H -4.5210 -0.8413 1.6902 0.244
H -4.2949 1.8588 3.1219 0.370
H -5.0647 0.4152 3.7775 0.380
H -3.3188 0.4203 3.4731 0.401
H -6.1493 -0.8410 -0.0072 0.243
H -7.8644 0.4275 -1.2945 0.402
H -8.2539 0.4240 0.4345 0.370
H -7.5551 1.8650 -0.3034 0.354
H -5.3247 0.3427 -2.0030 0.526
H -5.1505 1.8543 -1.0583 0.317
H -2.2992 -3.0940 -0.6844 0.448
H -0.0138 -3.7739 -0.0068 0.454
H 3.7564 -2.4995 2.1032 0.413
H 4.5292 -3.0278 0.6110 0.307
H 6.2918 -1.7111 1.4929 0.302
H 5.1887 -0.6362 2.3736 0.423
```

Calculated values
Total energy in eV: -35481.808
Orbital gap in eV: 9.2
LUMO level in eV: 0.62
SMILES: COCC(=O)N1CCC(Oc2ccc(C(=O)N3C[C@@H](C)O[C@@H](C)C3)cc2)CC1
Multiplicity: 1
Relative energy (zero: lowest compared OMol25 entry of this formula, charge and spin) in kJ/mol: 164.9

***

[2]
A cluster of 2 separate species, CH4NO2S in total at a distorted geometry, computed with wB97M-V/def2-TZVPD.

The geometry in XYZ format:
```
9
Properties=species:S:1:pos:R:3:mulliken_charge:R:1
C -1.3618 -0.0481 1.4614 -0.754
N 1.4150 -0.3355 -1.3062 -0.568
O 0.9735 -0.8897 2.2035 -0.601
O 0.6327 1.5434 1.8073 -0.633
S 0.2699 0.1550 1.3682 0.588
H -1.9223 0.3848 0.6345 0.250
H -1.6503 -1.0791 1.5128 0.285
H 0.6902 -0.9384 -0.8734 0.239
H 2.3698 -0.5799 -1.0691 0.194
```

Calculated values
Total energy in eV: -17519.096
Total charge: -1
Orbital gap (spin up / spin down) in eV: 6.4 / 7.7
LUMO level (spin up / spin down) in eV: 3.30 / 3.59
Multiplicity: 1
Relative energy (zero: lowest compared OMol25 entry of this formula, charge and spin) in kJ/mol: 572.3

***

[3]
A structure of composition C3H10SSi at a distorted geometry, computed with wB97M-V/def2-TZVPD.

The geometry in XYZ format:
```
15
Properties=species:S:1:pos:R:3:mulliken_charge:R:1
C 3.0181 -0.3149 0.0264 -1.013
C 1.6403 0.1784 0.3970 -0.243
C 0.5709 -0.5919 -0.2601 -0.179
Si -3.7588 0.5893 -0.2167 0.311
S 0.2517 -2.0727 0.1627 -0.201
H 3.6164 0.3459 -0.6747 0.246
H 2.9922 -1.3430 -0.3118 0.326
H 3.6070 -0.3981 0.9286 0.296
H 1.7230 0.0396 1.3712 0.282
H 1.6031 1.2614 0.1983 0.277
H -0.2757 -0.1584 -0.7522 0.218
H -3.3477 1.4857 0.8170 -0.085
H -2.3551 -0.0061 -0.4486 -0.117
H -4.1772 1.6034 -1.0957 -0.088
H -5.1085 -0.6186 -0.1415 -0.031
```

Calculated values
Total energy in eV: -21982.257
Orbital gap in eV: 8.5
LUMO level in eV: -0.18
Multiplicity: 1
Relative energy (zero: lowest compared OMol25 entry of this formula, charge and spin) in kJ/mol: 292.5

***

[4]
A cluster of 16 separate species, C24H74F6N17O26S2 in total at a distorted geometry, computed with wB97M-V/def2-TZVPD.

The geometry in XYZ format:
```
149
Properties=species:S:1:pos:R:3:mulliken_charge:R:1
C 19.3893 -10.4550 4.3907 0.096
F 19.6969 -9.6101 3.4089 -0.127
F 18.3871 -11.1806 3.9198 -0.232
F 20.4164 -11.2256 4.7102 0.023
S 18.8159 -9.4675 5.9974 0.471
O 17.8325 -8.4874 5.5751 0.212
O 18.3006 -10.5028 6.8660 -0.200
N 20.2260 -8.6410 6.5288 0.034
S 20.2372 -8.9634 8.0966 -0.226
O 19.0667 -8.4683 8.7763 0.005
O 20.6193 -10.2756 8.5721 -0.190
C 21.6067 -7.6882 8.5762 -0.019
F 22.5997 -7.8441 7.6835 -0.125
F 21.2113 -6.4306 8.6084 -0.137
F 22.0310 -8.0088 9.7789 -0.142
C 20.3652 -14.2516 1.5705 0.622
O 20.7661 -14.2960 2.7400 -0.642
N 19.2150 -13.6165 1.3006 -0.328
N 20.8838 -14.8866 0.4813 -0.416
H 18.8114 -13.2200 2.1326 0.156
H 19.0145 -13.4037 0.3362 0.228
H 20.4102 -14.7482 -0.3920 0.136
H 21.7491 -15.3918 0.4610 0.225
C 16.3061 -4.9759 4.9796 0.434
O 15.9454 -4.3710 3.9556 -0.776
N 17.4821 -5.5009 5.2496 0.221
N 15.3720 -5.1616 5.9623 -0.252
H 17.6860 -5.9430 6.1248 -0.151
H 18.1853 -5.4215 4.5346 -0.050
H 15.6979 -5.5652 6.8376 0.291
H 14.4097 -4.9264 5.8296 0.189
C 26.0294 -9.4905 4.5492 0.545
O 27.2046 -9.7110 4.8576 -0.715
N 25.2057 -8.8003 5.3792 -0.153
N 25.3825 -9.7910 3.3939 -0.302
H 25.5087 -8.4887 6.2859 0.068
H 24.2075 -8.7581 5.1554 0.422
H 25.9644 -10.1788 2.6699 0.196
H 24.4881 -9.4018 3.1652 0.182
C 21.5466 -12.3381 11.7123 0.492
O 22.0109 -12.5734 12.8106 -0.712
N 20.2187 -12.5079 11.3744 -0.318
N 22.1609 -11.6274 10.6957 -0.003
H 19.9152 -12.3596 10.4297 0.121
H 19.7527 -13.1929 11.9497 0.185
H 23.1064 -11.3430 10.8703 0.168
H 21.5461 -11.4402 9.9275 0.038
C 16.7558 -11.1843 10.5357 0.132
O 15.5465 -11.2988 10.6799 -0.698
N 17.6167 -10.5075 11.3480 -0.111
N 17.3674 -11.6179 9.3653 0.105
H 18.4957 -10.9981 11.3883 0.242
H 17.1012 -10.0525 12.0839 0.320
H 17.8356 -10.8842 8.8506 -0.132
H 16.7987 -12.2165 8.7884 0.210
C 18.4405 -3.1697 10.0421 0.461
O 17.5892 -4.0466 9.9671 -0.708
N 19.7674 -3.4765 9.9678 -0.186
N 18.1970 -1.8431 10.1960 -0.441
H 20.4693 -2.9138 10.4113 0.191
H 19.9422 -4.4475 9.7693 0.095
H 17.2477 -1.5299 10.1158 0.255
H 19.0417 -1.3047 10.2115 0.160
C 22.8487 -13.4794 7.2432 0.788
O 22.1594 -13.6312 8.2560 -0.602
N 22.3011 -13.3883 6.0125 -0.063
N 24.1795 -13.2767 7.2728 -0.449
H 21.3420 -13.2280 5.7837 -0.176
H 23.0083 -13.4536 5.3016 0.133
H 24.6810 -13.0513 6.4342 0.123
H 24.6821 -13.3749 8.1354 0.220
C 17.3691 -10.7105 -0.3198 0.493
O 17.9881 -11.4232 -1.1457 -0.750
N 17.6676 -10.6752 0.9768 -0.087
N 16.3467 -9.9240 -0.6810 -0.254
H 17.4495 -9.7785 1.3908 -0.019
H 18.4847 -11.1756 1.2760 0.222
H 16.1229 -9.7584 -1.6420 0.209
H 15.8707 -9.5246 0.1139 0.226
C 16.5506 -7.3850 10.5239 -0.343
C 16.0103 -7.6442 9.1068 0.070
O 16.5243 -6.6492 8.2207 -0.397
O 16.1706 -6.1455 11.0639 -0.626
H 17.6480 -7.3443 10.5389 0.079
H 16.4099 -8.2660 11.1518 0.291
H 14.9515 -7.6829 8.8436 0.470
H 16.3262 -8.6576 8.8299 -0.218
H 17.3412 -7.0173 7.8614 -0.037
H 16.7198 -5.5078 10.5772 0.484
C 18.7886 -13.8895 6.1716 0.278
C 18.8181 -14.0062 7.6743 0.576
O 17.8218 -14.8770 8.2257 -0.647
O 19.6733 -14.7949 5.5017 -0.607
H 19.3469 -12.9492 6.1239 -0.411
H 17.7728 -13.9537 5.7820 0.488
H 18.7016 -12.9635 7.9928 -0.583
H 19.7950 -14.2434 8.1030 0.280
H 17.8981 -14.8387 9.1823 0.347
H 19.6348 -14.6556 4.5495 0.309
C 22.2454 -7.4102 3.8475 -0.162
C 21.6958 -6.1970 4.6832 -0.427
O 20.3503 -6.3842 5.1139 -0.388
O 22.5930 -8.5235 4.6408 -0.445
H 23.1692 -7.0992 3.3482 0.489
H 21.5362 -7.6723 3.0563 -0.003
H 21.6848 -5.3815 3.9543 0.530
H 22.2601 -5.8741 5.5612 -0.183
H 20.2155 -7.2668 5.5348 0.341
H 21.8945 -8.5740 5.3098 0.242
C 25.0074 -7.3482 10.3071 0.719
C 25.3648 -6.5312 11.5536 -0.664
O 26.3123 -5.4496 11.2185 -0.578
O 26.1372 -7.6762 9.5031 -0.499
H 24.1681 -6.8581 9.8207 -0.515
H 24.6619 -8.3291 10.6495 0.157
H 25.8640 -7.0318 12.3816 0.367
H 24.5595 -5.9101 11.9516 0.314
H 25.7743 -4.8752 10.6607 0.321
H 26.8219 -7.9947 10.0983 0.306
C 14.0532 -7.9609 2.5522 -0.906
C 15.0771 -8.1570 3.6820 0.821
O 14.7971 -9.2912 4.5127 -0.643
O 14.3001 -8.7171 1.3805 -0.480
H 14.0006 -6.8950 2.3010 0.397
H 13.0503 -8.0508 2.9859 0.420
H 15.0413 -7.2485 4.2849 -0.097
H 16.0707 -8.2745 3.2445 -0.204
H 15.5800 -9.5579 5.0025 0.256
H 13.5600 -8.5718 0.7843 0.245
C 19.1068 -5.7709 0.5736 -0.546
C 18.4343 -6.7081 1.6226 0.113
O 17.8049 -7.7471 0.9213 -0.239
O 18.1636 -5.0460 -0.2297 -0.547
H 19.8725 -6.2737 -0.0119 0.350
H 19.5672 -4.9433 1.1247 0.356
H 17.7370 -6.2025 2.3034 0.132
H 19.1794 -7.1153 2.3105 -0.339
H 17.2982 -7.3433 0.2083 0.366
H 17.3158 -5.0496 0.2273 0.336
C 24.3869 -3.0296 8.2481 -0.705
C 23.6918 -4.3859 8.3256 0.138
O 22.8862 -4.5657 9.4957 -0.497
O 24.9693 -2.8143 9.5369 -0.540
H 23.7453 -2.1927 7.9603 0.341
H 25.1884 -3.0748 7.5058 0.394
H 24.5074 -5.1122 8.3163 0.282
H 22.9623 -4.5029 7.5275 0.029
H 23.3639 -4.2593 10.2749 0.304
H 25.6275 -2.1218 9.4334 0.293
```

Calculated values
Total energy in eV: -142635.345
Total charge: -1
Orbital gap in eV: 8.7
LUMO level in eV: 1.44
Multiplicity: 1